Entry 1:
ORCA calculation (the ωB97M-V functional and the def2-TZVPD basis) on a 12-piece molecular cluster, H24O12 overall.

XYZ file:
```
36
Properties=species:S:1:pos:R:3:forces:R:3
O -0.420 0.682 -0.031 1.9 -3.2 -0.1
H 0.003 1.065 0.746 -0.1 0.3 -0.1
H 0.136 -0.073 -0.252 0.2 -0.3 0.0
O -1.504 2.384 -0.128 -2.1 2.8 0.2
H -1.926 3.116 -0.591 0.1 0.1 -0.2
H -2.085 2.215 0.622 0.1 -0.1 0.0
O 4.284 -1.670 0.477 0.2 -0.5 -0.4
H 3.660 -2.403 0.527 0.1 0.0 -0.1
H 3.983 -1.059 1.159 0.1 -0.2 0.3
O -3.312 -1.832 1.471 -0.2 0.2 -0.9
H -3.273 -1.580 0.542 -0.1 -0.2 -0.1
H -3.212 -0.999 1.945 -0.1 -0.4 0.1
O 2.111 -1.166 -4.049 -0.1 -0.2 -0.1
H 2.783 -1.174 -4.740 0.0 0.0 0.1
H 1.284 -1.306 -4.524 0.0 0.1 0.0
O 0.911 -2.973 -0.886 0.0 0.2 -0.2
H 0.212 -2.342 -1.089 0.2 0.3 0.2
H 1.444 -2.999 -1.688 0.2 0.1 0.0
O -1.541 -4.294 -1.076 -0.3 -0.1 -0.3
H -1.552 -5.077 -1.639 -0.1 0.1 0.1
H -0.831 -3.754 -1.440 0.1 -0.4 0.2
O -1.864 3.634 -2.528 -0.2 0.4 -0.1
H -2.638 4.203 -2.449 0.0 0.0 -0.2
H -1.156 4.236 -2.782 0.1 -0.1 0.1
O 1.633 3.930 -0.557 0.1 0.2 0.1
H 1.632 4.870 -0.343 0.0 -0.1 0.0
H 1.816 3.498 0.284 -0.2 0.0 -0.1
O -2.395 -1.232 3.669 0.5 0.6 0.9
H -1.972 -2.094 3.761 -0.2 0.0 -0.2
H -1.660 -0.623 3.534 0.0 -0.3 0.4
O 2.832 0.139 1.696 -0.2 0.4 0.2
H 2.152 -0.424 1.308 -0.1 0.1 0.0
H 3.246 0.563 0.936 -0.2 0.2 -0.1
O -0.607 1.582 2.484 -0.2 -0.1 0.7
H -1.097 2.206 3.031 0.2 0.1 0.0
H -1.079 0.750 2.598 0.1 0.2 -0.3
```
Forces are in eV/Å.

Output
Net charge: 0
Energy: -24957.221 eV
HOMO energy: -10.02 eV
Multiplicity: 1
Orbital gap: 10.088 eV
Energy relative to the best compared isomer or geometry (same formula, charge and spin): 4.474 eV
Structure (SMILES): O.O.O.O.O.O.O.O.O.O.O.O

Atom charges from the Mulliken analysis, given in e for atoms 1 to 6: number 1, O, carries -0.495; number 2, H, carries 0.313; number 3, H, carries 0.168; number 4, O, carries -0.497; number 5, H, carries 0.282; number 6, H, carries 0.263



Entry 2:
ORCA calculation (the ωB97M-V functional and the def2-TZVPD basis) on a 12-piece molecular cluster, H24O12 overall.

XYZ file:
```
36
Properties=species:S:1:pos:R:3:forces:R:3
O -0.037 0.234 -0.768 -0.5 -0.5 0.3
H -0.579 0.361 -1.555 0.2 0.2 -0.1
H -0.558 -0.363 -0.219 0.3 0.1 0.0
O -2.135 -2.430 0.011 0.4 -0.1 -0.2
H -1.249 -2.060 0.088 0.2 -0.5 -0.1
H -2.601 -2.085 0.781 -0.3 -0.2 0.0
O -0.014 1.444 -3.247 -0.1 -0.2 -0.5
H 0.651 2.126 -3.399 0.0 0.1 0.3
H 0.377 0.648 -3.627 0.2 -0.3 0.3
O -0.266 0.573 3.016 1.1 -0.5 -0.4
H 0.695 0.557 2.956 0.3 -0.2 -0.1
H -0.487 -0.247 3.472 -0.2 0.4 0.2
O 2.285 2.070 3.016 -0.1 0.0 0.0
H 2.149 2.319 3.937 0.1 0.0 0.0
H 1.462 2.320 2.581 0.0 0.0 0.0
O 1.090 2.647 0.086 0.1 0.3 0.4
H 1.884 2.724 0.627 0.2 0.0 -0.2
H 0.433 3.169 0.559 0.0 0.0 -0.2
O -2.431 1.227 3.700 -1.3 0.5 0.3
H -2.771 0.927 2.849 -0.1 -0.1 -0.1
H -2.108 2.117 3.523 0.1 -0.3 0.1
O 0.181 -3.604 2.236 0.0 0.1 0.1
H -0.430 -4.318 2.452 0.1 0.0 -0.1
H -0.245 -2.816 2.590 0.1 -0.1 0.0
O 2.520 -2.559 -0.093 0.0 -0.2 -0.1
H 1.969 -3.065 0.514 -0.1 0.0 0.1
H 2.502 -3.073 -0.909 -0.1 0.1 0.1
O 2.327 -1.545 -3.397 0.1 -0.1 -0.1
H 2.744 -1.815 -4.223 -0.1 0.0 0.0
H 3.051 -1.536 -2.761 -0.1 0.2 0.1
O 0.111 2.401 -5.894 0.0 0.1 -0.3
H 0.036 1.709 -5.226 -0.3 0.2 0.0
H -0.769 2.792 -5.926 0.1 0.0 0.0
O -3.306 -0.370 1.133 -0.1 0.5 0.3
H -3.996 -0.187 0.485 0.0 0.0 0.0
H -2.487 -0.292 0.631 -0.1 0.4 -0.1
```
Forces are in eV/Å.

Output
Net charge: 0
Energy: -24958.525 eV
HOMO energy: -10.48 eV
Multiplicity: 1
Orbital gap: 10.563 eV
Energy relative to the best compared isomer or geometry (same formula, charge and spin): 3.169 eV
Structure (SMILES): O.O.O.O.O.O.O.O.O.O.O.O

Atom charges from the Mulliken analysis, given in e for atoms 1 to 6: number 1, O, carries -0.543; number 2, H, carries 0.371; number 3, H, carries 0.144; number 4, O, carries -0.629; number 5, H, carries 0.284; number 6, H, carries 0.402



Entry 3:
ORCA calculation (the ωB97M-V functional and the def2-TZVPD basis) on a 12-piece molecular cluster, H24O12 overall.

XYZ file:
```
36
Properties=species:S:1:pos:R:3:forces:R:3
O -0.044 -0.141 0.486 -3.4 -1.6 -0.7
H 0.244 0.427 1.180 0.2 0.6 0.7
H -0.994 -0.345 0.736 1.9 -0.2 -0.3
O -0.679 -2.522 1.737 -1.8 -0.2 1.8
H -1.539 -2.764 2.204 1.8 0.1 -1.4
H -0.579 -2.997 0.924 -0.4 -0.7 -0.7
O 0.243 -1.042 -2.394 -4.0 2.0 -0.2
H 0.151 -0.606 -3.248 0.2 -0.2 0.1
H 1.043 -1.445 -2.384 3.9 -1.9 -0.1
O -1.553 2.733 -2.365 -0.1 -3.2 0.4
H -1.966 1.839 -2.022 1.2 2.7 -0.9
H -0.716 2.411 -2.792 -1.1 0.5 0.6
O 1.559 1.390 0.273 -0.8 5.1 -1.0
H 2.252 0.826 0.129 2.3 -2.3 -0.3
H 1.722 2.035 -0.497 -1.0 -1.7 1.9
O -0.464 3.482 2.646 -0.1 0.7 1.8
H -0.584 4.102 3.423 0.2 -1.0 -1.6
H -0.579 4.005 1.855 -0.1 0.3 -0.2
O -4.609 -0.177 0.308 -0.3 0.7 2.7
H -5.164 -0.151 1.152 1.6 0.0 -1.6
H -3.682 -0.008 0.530 -0.4 0.1 0.6
O 3.778 -1.568 -1.299 0.8 1.5 -0.4
H 4.518 -0.961 -1.325 0.7 0.0 -0.5
H 3.118 -1.065 -0.788 0.3 -0.9 -0.5
O -5.283 -1.186 -1.537 0.8 0.4 1.2
H -4.332 -1.172 -1.719 -0.7 -0.2 -0.3
H -5.779 -1.506 -2.238 -0.9 -1.1 -2.5
O 0.664 -0.815 2.967 -0.9 1.4 1.6
H 1.456 -1.227 2.707 1.3 -1.1 -0.9
H 0.912 -0.474 3.832 -0.2 0.3 0.2
O 3.348 1.778 -1.554 1.4 -2.0 0.0
H 3.234 2.587 -1.047 0.8 -0.2 0.4
H 3.805 1.035 -1.009 -1.1 2.6 -1.2
O 2.194 -2.429 0.062 -0.2 -0.3 2.6
H 2.722 -2.352 0.907 -0.7 -0.5 -1.4
H 1.581 -1.697 0.161 -1.2 0.3 0.1
```
Forces are in eV/Å.

Output
Net charge: 0
Energy: -24955.305 eV
HOMO energy: -9.70 eV
Multiplicity: 1
Orbital gap: 9.579 eV
Energy relative to the best compared isomer or geometry (same formula, charge and spin): 6.390 eV
Structure (SMILES): O.O.O.O.O.O.O.O.O.O.O.O

Atom charges from the Mulliken analysis, given in e for atoms 1 to 6: number 1, O, carries -0.395; number 2, H, carries 0.338; number 3, H, carries 0.119; number 4, O, carries -0.497; number 5, H, carries 0.258; number 6, H, carries 0.289



no.,maximum force (hartree/bohr)
1,0.07203
2,0.02732
3,0.10270